95
Properties=species:S:1:pos:R:3:mulliken_charge:R:1 method="wB97M-V/def2-TZVPD" charge=0 orbital_gap_ev=7.383 homo_energy_ha=-0.29012
Ca 1.0024 0.0556 -0.0366 1.643
O 1.0688 0.3071 2.4493 -0.629
C 1.0441 -0.8667 2.0765 -0.587
O 1.8456 -1.3384 1.2292 -0.727
C -0.0644 -1.8011 2.5902 0.675
C -0.0551 -3.0922 1.7618 -0.193
C -1.0877 -4.0915 2.3173 -1.056
C -2.4029 -3.4869 1.7946 -0.933
C -1.8641 -2.2230 1.1040 -0.385
O -0.6395 -2.6609 0.5428 -0.331
C -1.4436 -1.2244 2.2037 -0.506
C -1.3866 0.2048 1.6403 0.044
O -1.8896 1.1187 2.2721 -0.793
O -0.9250 0.2930 0.4592 0.494
H 0.0383 -1.9557 3.6657 0.459
H 0.9394 -3.5023 1.5907 0.752
H -0.9189 -5.0835 1.9010 0.344
H -1.0449 -4.1508 3.4024 0.375
H -2.8865 -4.1389 1.0665 0.340
H -3.1171 -3.2495 2.5808 0.392
H -2.5097 -1.8033 0.3339 0.677
H -2.1451 -1.2089 3.0427 0.646
O -5.4347 0.5415 -5.8863 -0.498
C -4.3723 -0.1429 -5.4074 0.590
O -4.0862 -1.2224 -5.8661 -0.493
C -3.5940 0.5125 -4.3422 0.551
C -2.9884 -0.2922 -3.3708 -0.825
C -2.1872 0.2560 -2.4036 0.410
C -1.9254 1.6369 -2.3993 -0.306
C -2.5586 2.4479 -3.3535 -0.858
C -3.3954 1.8955 -4.2968 -0.875
N -0.9900 2.1346 -1.5486 -0.308
C -1.1341 2.2700 -0.2866 -0.501
C -0.0184 2.7529 0.5382 1.196
C -0.2611 3.6454 1.5783 -0.676
C 0.8082 4.1092 2.3199 -0.474
C 2.0806 3.6612 1.9987 -0.751
C 2.2189 2.7449 0.9691 -0.207
N 1.1991 2.3009 0.2530 -0.501
H -5.5820 1.3517 -5.3808 0.329
H -3.1803 -1.3550 -3.3896 0.368
H -1.7119 -0.3524 -1.6493 0.494
H -2.3853 3.5138 -3.3325 0.503
H -3.8639 2.5421 -5.0300 0.407
H -2.1208 2.3224 0.1855 0.413
H -1.2734 3.9439 1.7995 0.414
H 0.6520 4.7994 3.1369 0.413
H 2.9452 4.0032 2.5468 0.411
H 3.1891 2.3417 0.7009 0.318
N 3.2517 0.2962 -0.8467 -0.591
C 4.2233 -0.3196 -0.8745 0.404
N 5.3403 -0.9778 -0.9818 -0.040
C 6.6292 -0.3098 -0.9183 -0.696
C 7.4101 -0.8225 0.2997 -0.521
O 7.4929 -2.2269 0.3058 -0.378
C 6.2097 -2.8109 0.3582 -0.657
C 5.3799 -2.4260 -0.8738 0.001
H 6.4785 0.7684 -0.8388 0.409
H 7.1869 -0.5355 -1.8368 0.310
H 6.9156 -0.4758 1.2191 0.330
H 8.4397 -0.4623 0.2805 0.344
H 5.6846 -2.4863 1.2693 0.318
H 6.3708 -3.8891 0.3988 0.385
H 4.3609 -2.8074 -0.7845 -0.092
H 5.8546 -2.8326 -1.7775 0.241
C -0.7839 -1.5449 -9.3637 -0.963
O -0.9431 -1.6487 -7.9697 -0.409
C -1.4214 -2.8110 -7.4462 0.887
C -1.8587 -3.9092 -8.1707 -0.401
C -2.3104 -5.0374 -7.5059 -0.787
C -2.3439 -5.0814 -6.1233 -1.079
C -1.9198 -3.9862 -5.3912 0.058
C -1.4374 -2.8616 -6.0423 -0.507
N -1.0103 -1.7063 -5.3684 0.268
C -0.2673 -1.5839 -4.2821 -0.505
C 0.4660 -2.5304 -3.5749 0.159
C 0.7893 -3.8334 -4.0415 -0.479
C 1.5458 -4.6844 -3.2997 -1.146
C 1.9851 -4.2954 -2.0126 -1.070
C 1.7157 -3.0569 -1.5238 -0.414
C 0.9832 -2.0832 -2.2819 0.295
O 0.7923 -0.9216 -1.8621 -1.037
H -1.7269 -1.6872 -9.8970 0.369
H -0.0415 -2.2623 -9.7293 0.377
H -0.4320 -0.5299 -9.5401 0.254
H -1.8597 -3.8918 -9.2486 0.402
H -2.6436 -5.8856 -8.0845 0.396
H -2.7057 -5.9634 -5.6155 0.431
H -1.9570 -3.9967 -4.3131 0.637
H -1.3687 -0.8592 -5.7939 0.441
H -0.2159 -0.5838 -3.8627 1.020
H 0.4585 -4.1340 -5.0227 0.731
H 1.8061 -5.6599 -3.6847 0.406
H 2.5594 -5.0055 -1.4306 0.517
H 2.0135 -2.7436 -0.5337 1.137

---

102
Properties=species:S:1:pos:R:3:mulliken_charge:R:1 method="wB97M-V/def2-TZVPD" charge=+3 orbital_gap_ev=6.313 homo_energy_ha=-0.53557
Sn -1.6375 1.0939 -0.9466 1.068
C -3.0752 4.6712 -2.5478 -1.341
C -2.0871 3.5944 -2.6591 0.962
O -2.4268 2.3956 -2.4186 -0.941
N -0.8507 3.9180 -2.9968 0.133
C 0.2827 3.0022 -3.1081 -0.748
C -0.0457 1.8108 -3.9268 0.411
C 0.0793 1.8578 -5.2895 -0.871
C -0.1604 0.6614 -6.0126 -0.646
C -0.5445 -0.4574 -5.3462 -0.955
C -0.7468 -0.3749 -3.9712 -0.194
N -0.4844 0.7145 -3.2752 0.940
H -2.8504 5.5572 -3.1230 0.451
H -3.2172 4.9392 -1.4788 0.199
H -4.0643 4.2799 -2.8760 0.369
H -0.6194 4.9125 -3.0677 0.294
H 0.7040 2.7764 -2.1218 -0.298
H 1.0396 3.5514 -3.6249 0.774
H 0.4494 2.7562 -5.8242 0.481
H 0.0177 0.6156 -7.0532 0.492
H -0.7113 -1.4055 -5.7894 0.588
H -1.0735 -1.2522 -3.4059 0.203
C 3.1334 -4.7798 0.2783 -0.927
C 1.7530 -5.2921 -0.2533 -0.876
P 1.0583 -3.6339 -0.7941 0.462
C 1.7015 -2.9045 -2.2955 1.028
C 1.9310 -3.4695 -3.5689 -1.007
C 2.4195 -2.6654 -4.5919 -0.651
C 2.6789 -1.3358 -4.4328 -0.841
C 2.3994 -0.7582 -3.1846 -0.953
C 1.9019 -1.5302 -2.1529 -0.109
C -0.6950 -3.4328 -0.7549 0.298
C -1.2334 -2.5965 0.2093 0.379
C -2.5922 -2.3984 0.3148 -0.923
C -3.4134 -3.0801 -0.5671 -0.659
C -2.8687 -3.8549 -1.6028 -0.803
C -1.5095 -4.0588 -1.6851 -0.688
P 2.5822 -3.1066 0.7493 1.557
C 1.7925 -2.8165 2.3332 0.765
C 2.1142 -1.6906 3.1157 -0.447
C 1.2631 -1.3137 4.1438 -0.646
C 0.2489 -2.1352 4.6112 -0.541
C 0.0265 -3.3361 3.9533 -0.939
C 0.7018 -3.6269 2.7579 -0.617
C 3.7806 -1.8497 0.4230 1.140
C 5.0589 -2.1611 0.0005 -0.763
C 6.0836 -1.2129 0.0358 -0.776
C 5.7834 0.1305 0.3893 -0.755
C 4.4471 0.4363 0.6949 -1.033
C 3.4661 -0.5526 0.7371 -1.388
H 3.8931 -4.6740 -0.5301 0.437
H 3.5584 -5.3863 1.0927 0.450
H 1.0753 -5.7048 0.5199 0.423
H 1.7597 -6.0060 -1.0689 0.540
H 1.7852 -4.5296 -3.8234 0.457
H 2.5155 -3.1063 -5.6025 0.433
H 3.0911 -0.8113 -5.2873 0.525
H 2.5758 0.2916 -3.0112 0.585
H 1.6743 -0.9927 -1.2342 0.344
H -0.5551 -2.0967 0.8934 0.688
H -2.9617 -1.7249 1.0756 0.692
H -4.4960 -3.0201 -0.5373 0.449
H -3.5145 -4.2609 -2.3417 0.526
H -1.0909 -4.6452 -2.4969 0.503
H 2.9982 -1.0702 2.9360 0.803
H 1.4319 -0.3939 4.6836 0.480
H -0.3477 -1.8951 5.4993 0.509
H -0.7098 -3.9947 4.3406 0.507
H 0.4168 -4.5409 2.2541 0.233
H 5.3081 -3.1855 -0.2633 0.346
H 7.0681 -1.5112 -0.2415 0.499
H 6.5789 0.8636 0.3291 0.468
H 4.1226 1.4384 0.9977 0.592
H 2.4636 -0.2530 1.0114 1.224
S -1.0375 1.3141 3.0281 -0.183
C -2.4818 0.7887 3.7252 -0.169
N -3.1314 -0.4216 3.5926 0.065
C -4.1519 -0.5536 4.6824 -0.495
C -4.4161 0.9173 5.0467 -0.576
N -3.1830 1.5848 4.5821 -0.036
H -2.4944 -1.2038 3.4089 0.062
H -3.7898 -1.1194 5.5297 0.287
H -5.0648 -1.0562 4.3105 0.348
H -4.5073 1.1067 6.1199 0.359
H -5.3170 1.2826 4.5826 0.293
H -3.0182 2.5405 4.6914 0.191
O -2.9451 2.5922 0.3761 -0.875
C -1.8726 3.1585 0.6484 0.152
N -0.7561 2.8718 -0.0410 0.345
S 0.5020 3.8780 0.4318 0.819
O 1.5945 3.1087 0.9315 -0.568
O 0.7313 4.7394 -0.6914 -0.662
C -0.4065 4.6935 1.6957 0.445
C -0.0411 5.6162 2.6512 -0.727
C -1.0637 6.1977 3.4260 -0.689
C -2.4132 5.8482 3.2187 -0.676
C -2.7728 4.8151 2.3349 -0.710
C -1.7291 4.2746 1.6078 0.504
H 0.9790 5.9192 2.7881 0.580
H -0.8502 6.9486 4.1745 0.473
H -3.2200 6.3058 3.7590 0.481
H -3.7754 4.4695 2.1936 0.592

---

120
Properties=species:S:1:pos:R:3:mulliken_charge:R:1 method="wB97M-V/def2-TZVPD" charge=0 orbital_gap_ev=8.077 homo_energy_ha=-0.29994
C 1.7540 -4.0173 -0.9809 -0.552
S 3.0396 -4.6010 -2.1543 0.481
O 4.0106 -3.4588 -2.2421 -0.631
C 3.8320 -5.7367 -1.0242 -0.876
H 1.6263 -4.5956 -0.0655 0.341
H 0.7954 -3.9091 -1.4835 0.254
H 2.1496 -3.0734 -0.5985 0.081
H 4.4322 -6.5178 -1.4917 0.352
H 3.1229 -6.2237 -0.3530 0.228
H 4.5229 -5.1734 -0.3935 0.327
C 0.1121 7.2934 -0.7950 -0.852
S -1.2534 6.0539 -0.6603 0.492
O -2.2176 6.3136 -1.7862 -0.619
C -0.3011 4.6405 -1.2533 -0.229
H -0.1642 8.2568 -0.3761 0.349
H 0.3761 7.4165 -1.8449 0.334
H 0.9718 6.8717 -0.2711 0.201
H 0.3003 4.7954 -2.1465 0.415
H -1.0230 3.8320 -1.3861 -0.111
H 0.3597 4.1968 -0.4979 0.037
C -0.6937 2.8049 -4.6365 -0.395
S -2.3278 2.5003 -5.2670 0.722
O -2.3348 2.6915 -6.7487 -0.744
C -3.2020 3.9111 -4.5110 -0.960
H -0.0789 1.9311 -4.8645 0.174
H -0.7074 2.8783 -3.5469 -0.215
H -0.1776 3.6785 -5.0407 0.497
H -3.0772 3.8555 -3.4281 0.214
H -4.2541 3.8313 -4.7680 0.400
H -2.7605 4.8481 -4.8491 0.334
C -1.9678 -5.3288 0.0179 -0.496
S -1.2386 -6.7610 0.8156 0.414
O 0.2391 -6.6934 0.5835 -0.541
C -1.8845 -8.0201 -0.3357 -1.026
H -3.0441 -5.3303 0.2079 0.426
H -1.8612 -5.3913 -1.0679 0.329
H -1.5581 -4.4004 0.4051 -0.143
H -1.7084 -9.0544 -0.0473 0.342
H -1.2201 -7.8809 -1.1984 0.306
H -2.9019 -7.8987 -0.7034 0.350
C 6.0050 0.6834 3.1248 -1.161
S 4.2358 1.0800 3.3596 0.711
O 3.4937 0.4824 2.1926 -0.563
C 4.0637 -0.1366 4.7143 -1.122
H 6.4147 1.0028 2.1659 0.354
H 6.1184 -0.3934 3.2149 0.351
H 6.5945 1.2532 3.8462 0.381
H 4.2384 -1.1307 4.2981 0.319
H 3.0217 -0.1093 5.0322 0.255
H 4.7031 -0.0391 5.5908 0.470
C -3.5729 2.6413 4.9188 -0.837
S -1.9670 1.9267 5.4575 0.376
O -1.8299 0.4993 5.0405 -0.501
C -0.9279 2.8990 4.2703 -0.807
H -3.4977 3.7208 4.8689 0.377
H -4.3429 2.2280 5.5647 0.340
H -3.7502 2.2223 3.9235 0.160
H -1.3562 3.8930 4.1831 0.440
H -0.9221 2.3499 3.3319 0.109
H 0.0391 2.9192 4.7661 0.329
C -3.8090 -0.3725 1.2978 -0.749
S -4.3133 -1.9705 0.5675 0.671
O -4.0679 -2.9136 1.7262 -0.685
C -6.0925 -1.6378 0.3530 -1.030
H -2.9276 -0.5059 1.9129 0.070
H -4.7003 -0.0503 1.8311 0.511
H -3.5946 0.2939 0.4646 0.286
H -6.5937 -2.6083 0.3911 0.367
H -6.3022 -1.2370 -0.6365 0.323
H -6.5221 -1.0663 1.1754 0.319
C 3.2412 6.7497 2.9853 -0.920
S 3.7927 5.0437 2.7424 0.481
O 4.3029 4.5525 4.0740 -0.608
C 2.0776 4.3986 2.5520 -0.594
H 2.4210 7.0335 2.3201 0.245
H 4.0357 7.4280 2.6734 0.356
H 2.9037 6.8675 4.0126 0.357
H 1.8965 3.4197 2.9926 0.101
H 1.8231 4.4359 1.4945 0.193
H 1.4467 5.0617 3.1459 0.350
C -1.8598 -2.6338 -4.3419 -0.444
S -2.8554 -1.5943 -5.4334 0.563
O -3.9699 -2.5069 -5.8733 -0.699
C -3.5921 -0.5353 -4.1547 -0.644
H -0.9764 -2.1241 -3.9506 -0.201
H -1.3899 -3.3176 -5.0612 0.397
H -2.4229 -3.2904 -3.6816 0.315
H -2.9389 -0.3607 -3.2980 -0.037
H -4.4611 -1.0308 -3.7038 0.374
H -4.0211 0.3784 -4.5498 0.338
C 0.7288 0.8732 0.3879 -0.584
S -0.9835 0.5648 -0.2958 0.218
O -1.1700 1.4796 -1.4876 -0.404
C -0.7673 -1.1836 -0.7370 1.235
H 1.0981 -0.0586 0.8065 0.047
H 0.7472 1.6911 1.0969 0.251
H 1.2058 1.0779 -0.5721 0.308
H -1.4246 -1.7257 -0.0579 -0.476
H 0.2446 -1.5335 -0.5354 -0.270
H -1.0432 -1.3118 -1.7819 -0.323
C 0.8436 -3.5380 4.6033 -1.052
S 1.3886 -2.2266 3.4531 0.774
O 1.8581 -3.0185 2.2385 -0.622
C -0.2374 -1.5335 3.0281 -0.442
H 0.0455 -3.1097 5.2043 0.364
H 1.7218 -3.7965 5.1927 0.353
H 0.5702 -4.4158 4.0228 0.290
H -0.7756 -1.9736 2.1830 -0.120
H -0.1148 -0.4728 2.8113 -0.037
H -1.0197 -1.6194 3.7869 0.483
C 2.8848 0.1310 -2.9562 -0.850
S 2.1575 -1.2950 -3.8128 0.902
O 0.9161 -0.8155 -4.5087 -0.693
C 3.5006 -1.4297 -5.0512 -1.252
H 2.8514 -0.0538 -1.8787 0.097
H 2.4129 1.0859 -3.1736 0.291
H 3.9571 0.1683 -3.1408 0.419
H 4.4578 -1.3340 -4.5405 0.369
H 3.4571 -0.6669 -5.8306 0.376
H 3.5098 -2.3940 -5.5586 0.351